Record 1
Computed, not measured: a cluster of 33 separate species, H66O33 in total at a distorted geometry, with wB97M-V/def2-TZVPD.

## Properties
LUMO, eV: -1.1
Orbital gap, eV: 8.6
Energy relative to the best compared isomer or geometry (same formula, charge and spin), kcal per mole: 111.8
Max |F|, eV Å⁻¹: 1.2

Geometry (Å):
O (0.50, -17.72, 2.34)
H (-0.42, -17.50, 2.20)
H (0.48, -18.54, 2.84)
O (0.57, -22.08, 0.06)
H (1.08, -21.29, 0.24)
H (0.64, -22.61, 0.85)
O (-4.71, -18.33, 7.65)
H (-5.51, -17.83, 7.83)
H (-4.12, -17.70, 7.26)
O (-6.79, -19.57, 5.90)
H (-7.23, -20.40, 5.71)
H (-5.87, -19.74, 5.70)
O (3.28, -18.64, 6.64)
H (3.69, -18.00, 7.22)
H (3.65, -19.48, 6.91)
O (3.93, -18.43, 3.67)
H (4.04, -19.34, 3.37)
H (3.70, -18.51, 4.59)
O (2.64, -20.35, 1.23)
H (3.30, -19.82, 0.79)
H (3.06, -20.63, 2.05)
O (-1.88, -19.56, 4.38)
H (-1.66, -19.14, 3.55)
H (-1.06, -19.96, 4.67)
O (-5.81, -21.04, 8.14)
H (-5.38, -21.29, 8.97)
H (-5.28, -20.32, 7.81)
O (-2.86, -16.90, 6.34)
H (-2.25, -17.52, 5.94)
H (-2.32, -16.15, 6.58)
O (2.32, -15.59, 1.10)
H (1.76, -16.30, 1.39)
H (2.12, -14.86, 1.70)
O (2.69, -21.75, 6.07)
H (2.17, -22.24, 6.72)
H (3.40, -21.36, 6.58)
O (-5.37, -21.30, 2.99)
H (-4.78, -21.99, 3.29)
H (-4.80, -20.65, 2.59)
O (-2.99, -23.02, 8.41)
H (-3.85, -23.44, 8.43)
H (-3.14, -22.18, 7.98)
O (-2.30, -18.20, 2.06)
H (-2.71, -18.88, 1.52)
H (-2.90, -17.46, 2.01)
O (-4.34, -24.69, 5.74)
H (-3.96, -23.91, 5.35)
H (-3.60, -25.26, 5.92)
O (1.18, -17.65, -0.66)
H (1.37, -18.20, 0.10)
H (1.37, -16.76, -0.36)
O (2.04, -23.67, 2.35)
H (2.84, -23.17, 2.23)
H (1.86, -23.63, 3.29)
O (-3.72, -15.77, 1.66)
H (-3.02, -15.43, 1.10)
H (-4.41, -15.11, 1.62)
O (0.20, -17.46, 6.42)
H (1.11, -17.61, 6.16)
H (0.16, -16.52, 6.60)
O (0.73, -22.07, 8.21)
H (0.29, -22.14, 9.06)
H (1.10, -21.18, 8.22)
O (-5.16, -18.10, 2.44)
H (-4.92, -17.51, 1.73)
H (-4.48, -18.77, 2.44)
O (-3.75, -20.33, 0.98)
H (-4.55, -20.64, 0.56)
H (-3.05, -20.52, 0.35)
O (-2.99, -19.47, 9.20)
H (-3.38, -19.31, 10.06)
H (-3.52, -18.95, 8.60)
O (-4.73, -15.59, 4.86)
H (-4.07, -16.18, 5.22)
H (-5.44, -16.16, 4.57)
O (-1.97, -21.86, -0.84)
H (-1.95, -22.82, -0.77)
H (-1.11, -21.58, -0.52)
O (-0.36, -19.04, 8.69)
H (-0.36, -18.47, 7.92)
H (-1.27, -19.33, 8.77)
O (-4.02, -20.00, 5.79)
H (-4.13, -19.35, 6.48)
H (-3.33, -19.65, 5.23)
O (-3.26, -22.42, 4.76)
H (-3.57, -21.62, 5.18)
H (-2.37, -22.20, 4.47)
O (3.55, -21.20, 3.47)
H (4.41, -21.56, 3.27)
H (3.31, -21.60, 4.31)
O (0.96, -19.96, 4.35)
H (1.49, -20.45, 4.98)
H (1.55, -19.83, 3.60)
O (-1.72, -24.96, 6.81)
H (-2.11, -24.12, 7.03)
H (-1.89, -25.52, 7.57)
O (-2.48, -13.72, 4.27)
H (-2.19, -13.03, 3.66)
H (-1.70, -14.25, 4.42)



Record 2
Computed, not measured: a cluster of 33 separate species, H66O33 in total at a distorted geometry, with wB97M-V/def2-TZVPD.

## Properties
LUMO, eV: -1.5
Orbital gap, eV: 8.4
Energy relative to the best compared isomer or geometry (same formula, charge and spin), kcal per mole: 98.0
Max |F|, eV Å⁻¹: 1.3

Geometry (Å):
O (-2.88, 1.57, 5.09)
H (-2.58, 1.55, 4.18)
H (-2.82, 2.48, 5.35)
O (0.96, 5.82, -1.73)
H (0.73, 4.93, -1.96)
H (1.49, 6.14, -2.46)
O (-2.44, -3.13, 0.14)
H (-1.92, -3.63, -0.49)
H (-2.21, -3.50, 0.99)
O (-0.95, -4.22, 2.86)
H (-1.09, -3.30, 3.10)
H (-0.72, -4.65, 3.69)
O (3.17, 1.04, 1.19)
H (4.05, 1.31, 1.45)
H (2.88, 0.47, 1.90)
O (-2.75, 1.86, 2.33)
H (-2.26, 2.48, 1.79)
H (-2.87, 1.10, 1.77)
O (3.65, -3.09, -2.00)
H (3.65, -4.05, -1.95)
H (3.42, -2.90, -2.92)
O (-3.16, 0.21, -4.43)
H (-3.40, 0.26, -5.36)
H (-2.24, -0.06, -4.44)
O (-0.64, -0.81, -4.66)
H (-0.13, -0.24, -5.24)
H (-0.62, -1.66, -5.09)
O (3.20, 4.17, -3.28)
H (2.31, 3.85, -3.18)
H (3.17, 4.75, -4.05)
O (-0.79, 3.21, 0.85)
H (-0.56, 3.88, 1.50)
H (0.01, 3.09, 0.33)
O (2.22, 2.27, 4.66)
H (2.73, 1.47, 4.57)
H (1.45, 2.14, 4.10)
O (-1.42, -1.59, 4.06)
H (-0.96, -0.77, 4.22)
H (-2.34, -1.38, 4.21)
O (-0.20, 0.28, 0.25)
H (0.05, 0.45, -0.66)
H (0.41, -0.40, 0.54)
O (0.70, 3.21, -2.38)
H (1.29, 3.31, -1.63)
H (0.45, 2.29, -2.36)
O (-2.61, 2.60, -3.47)
H (-2.54, 1.66, -3.62)
H (-3.52, 2.81, -3.69)
O (-3.11, -3.16, -2.84)
H (-2.30, -3.44, -3.26)
H (-2.97, -3.33, -1.91)
O (-3.97, -0.61, -2.09)
H (-3.88, -1.53, -2.37)
H (-3.59, -0.11, -2.81)
O (1.08, -5.67, 1.43)
H (1.13, -5.91, 2.35)
H (0.53, -4.89, 1.42)
O (1.28, -4.88, -2.65)
H (0.80, -4.10, -2.36)
H (1.17, -5.51, -1.93)
O (0.54, 0.09, -2.40)
H (1.47, -0.15, -2.37)
H (0.24, -0.25, -3.25)
O (2.01, -1.50, -0.14)
H (2.70, -0.88, 0.10)
H (2.48, -2.24, -0.53)
O (-2.22, 4.56, -1.11)
H (-1.92, 3.90, -0.49)
H (-1.88, 4.27, -1.96)
O (-2.91, -0.05, 0.58)
H (-1.99, -0.23, 0.38)
H (-3.36, -0.11, -0.26)
O (-0.16, 1.46, 3.26)
H (-0.19, 2.39, 3.49)
H (-0.71, 1.39, 2.49)
O (0.91, -3.41, 5.06)
H (0.35, -2.77, 5.50)
H (1.18, -2.98, 4.25)
O (1.49, 5.41, 1.05)
H (1.75, 4.55, 0.72)
H (1.23, 5.90, 0.27)
O (-0.10, -2.73, -1.89)
H (0.13, -2.18, -1.13)
H (-0.36, -2.10, -2.57)
O (3.78, 0.14, 4.18)
H (4.73, 0.17, 4.31)
H (3.45, -0.29, 4.97)
O (2.44, -2.57, 2.89)
H (3.00, -1.80, 2.80)
H (2.89, -3.26, 2.39)
O (-4.63, -1.59, 2.22)
H (-3.95, -1.09, 1.77)
H (-5.44, -1.12, 2.03)
O (2.62, -1.33, -4.03)
H (2.17, -1.89, -4.67)
H (3.23, -0.81, -4.55)
O (2.13, 3.12, -0.21)
H (2.38, 2.31, 0.22)
H (2.96, 3.56, -0.41)



Record 3
Computed, not measured: a cluster of 34 separate species, H68O34 in total at a distorted geometry, with wB97M-V/def2-TZVPD.

## Properties
LUMO, eV: -0.1
Orbital gap, eV: 10.7
Energy relative to the best compared isomer or geometry (same formula, charge and spin), kcal per mole: 25.9
Max |F|, eV Å⁻¹: 2.3

Geometry (Å):
O (0.30, -3.51, -0.35)
H (0.85, -2.72, -0.05)
H (-0.62, -3.16, -0.47)
O (-3.48, -2.67, 2.61)
H (-3.42, -2.22, 3.45)
H (-4.03, -2.11, 2.03)
O (2.99, -0.23, 2.84)
H (3.90, -0.48, 2.94)
H (2.53, -0.43, 3.70)
O (-1.11, 4.08, 1.83)
H (-0.81, 4.45, 0.98)
H (-0.49, 4.46, 2.49)
O (2.26, -0.53, -2.04)
H (2.39, 0.45, -2.14)
H (2.31, -0.98, -2.89)
O (1.40, -0.80, 4.96)
H (1.13, -1.72, 5.00)
H (0.54, -0.33, 5.01)
O (3.10, 1.85, -3.06)
H (3.44, 1.37, -3.84)
H (2.50, 2.52, -3.45)
O (3.05, 1.67, 0.34)
H (2.31, 2.28, 0.46)
H (2.83, 0.92, 0.94)
O (0.41, 1.82, 1.77)
H (-0.15, 2.53, 1.39)
H (-0.04, 0.98, 1.70)
O (-3.70, 4.32, -0.58)
H (-2.84, 3.92, -0.43)
H (-3.70, 4.54, -1.52)
O (-3.52, 2.93, 2.62)
H (-4.36, 2.98, 2.18)
H (-2.88, 3.30, 2.02)
O (-2.69, -3.10, -3.55)
H (-2.76, -2.88, -2.62)
H (-3.28, -2.53, -4.06)
O (-2.36, -2.87, -0.71)
H (-3.15, -3.26, -0.29)
H (-2.69, -1.97, -0.99)
O (1.68, -1.24, 0.59)
H (2.37, -1.06, -0.11)
H (2.13, -1.03, 1.40)
O (0.05, -2.94, -3.67)
H (0.19, -2.81, -2.72)
H (-0.87, -3.25, -3.77)
O (-0.57, 1.39, 4.92)
H (-0.54, 2.01, 5.65)
H (-0.35, 1.91, 4.11)
O (-3.72, 0.10, 3.44)
H (-3.36, 0.05, 4.34)
H (-3.68, 1.03, 3.23)
O (-0.77, 3.12, -0.74)
H (-0.88, 2.14, -0.68)
H (0.17, 3.16, -1.00)
O (-1.95, 3.27, -3.79)
H (-1.55, 3.36, -2.90)
H (-2.44, 2.45, -3.73)
O (1.76, -5.84, -1.82)
H (1.34, -5.38, -1.09)
H (1.11, -5.70, -2.51)
O (5.07, 0.37, -1.20)
H (4.11, 0.60, -1.21)
H (5.43, 1.10, -0.74)
O (2.04, 3.98, -0.79)
H (2.88, 3.62, -1.11)
H (2.03, 4.91, -0.91)
O (1.15, 3.76, 3.71)
H (1.47, 3.16, 3.00)
H (1.86, 4.05, 4.27)
O (-2.00, -1.63, 4.92)
H (-1.26, -1.69, 4.32)
H (-1.88, -2.28, 5.60)
O (0.35, -3.40, 5.34)
H (0.35, -3.59, 4.40)
H (0.72, -4.22, 5.74)
O (2.83, -1.96, -4.13)
H (3.75, -2.04, -3.83)
H (2.56, -2.87, -4.12)
O (-0.40, -3.32, 2.75)
H (-0.03, -3.48, 1.88)
H (-1.13, -3.97, 2.84)
O (1.14, 3.28, -4.42)
H (0.62, 4.01, -4.04)
H (0.54, 2.55, -4.46)
O (-3.14, 0.76, -4.55)
H (-3.79, 0.89, -5.27)
H (-2.27, 0.67, -4.97)
O (-3.35, -0.28, -1.54)
H (-3.48, 0.05, -2.41)
H (-2.48, 0.06, -1.22)
O (-1.13, -0.44, 2.18)
H (-1.07, -1.41, 2.32)
H (-2.03, -0.36, 2.56)
O (-0.14, 0.04, -4.35)
H (-0.25, -0.63, -3.63)
H (0.49, -0.43, -4.91)
O (-0.66, 0.03, -0.89)
H (-0.64, -0.53, -0.09)
H (0.15, -0.18, -1.44)
O (5.24, -2.50, -2.64)
H (5.44, -1.59, -2.44)
H (4.69, -2.71, -1.90)



Number 1: E_HOMO -9.75 eV. Number 2: E_HOMO -9.86 eV. Number 3: E_HOMO -10.84 eV.